No. 1
C27H17F5N4O6SSr | wB97M-V/def2-TZVPD

```
61
Properties=species:S:1:pos:R:3:forces:R:3
Sr -1.046481 0.425939 -0.973811 0.5 0.1 -0.4
O -0.612775 -1.803733 -1.865296 0.0 0.2 0.2
C -0.441763 -2.999433 -1.459253 0.0 0.0 0.0
C 0.241642 -3.950659 -2.280064 0.0 0.0 0.0
C 0.443860 -5.246493 -1.888492 0.0 0.0 0.0
C -0.029788 -5.719096 -0.652370 0.0 0.0 0.0
C -0.698426 -4.835748 0.159948 0.0 0.0 0.0
C -0.912579 -3.493653 -0.196888 0.0 0.0 0.0
C -1.654198 -2.683839 0.744222 0.0 0.0 -0.1
N -1.889918 -1.433167 0.666957 0.0 0.0 0.0
C -2.721679 -0.817257 1.675823 0.0 0.1 0.0
C -3.957493 -0.180192 1.032572 -0.1 -0.1 0.0
N -3.714125 0.614134 -0.183258 -0.4 0.2 0.4
C -3.629292 1.879583 -0.047539 0.2 -0.1 -0.3
C -3.414552 2.629633 1.211377 -0.1 0.1 0.0
C -4.370572 3.397519 1.855175 0.0 0.0 0.0
C -4.053096 4.106770 3.006638 0.0 0.0 0.0
C -2.744110 4.043726 3.485262 0.0 0.0 0.0
C -1.771061 3.301022 2.844288 0.0 0.0 0.0
C -2.063972 2.561043 1.670783 0.0 -0.1 0.0
O -1.196443 1.848193 1.038638 0.1 0.1 0.0
H 0.619101 -3.584874 -3.226925 0.0 0.0 0.0
H 0.988594 -5.918057 -2.544058 0.0 0.0 0.0
H 0.138381 -6.743079 -0.345095 0.0 0.0 0.0
H -1.074914 -5.169946 1.123288 0.0 0.0 0.0
H -2.053999 -3.243329 1.605617 0.0 0.0 0.0
H -2.138795 -0.049586 2.187363 0.0 0.0 0.0
H -3.080880 -1.544442 2.420371 0.1 0.0 0.0
H -4.469344 0.409753 1.798204 0.0 0.0 0.0
H -4.622724 -0.988804 0.716183 0.0 0.0 0.0
H -3.531187 2.440144 -0.983590 0.1 0.0 0.0
H -5.379759 3.437327 1.455500 0.0 0.0 0.0
H -4.803964 4.698034 3.515155 0.0 0.0 0.0
H -2.478063 4.595835 4.381039 0.0 0.0 0.0
H -0.755205 3.263555 3.218643 0.0 0.0 0.0
O 1.707392 3.590810 -5.843866 0.0 0.0 0.0
C 2.626265 2.810620 -5.308386 0.0 0.0 0.0
O 3.737760 2.704999 -5.790404 0.0 0.0 0.0
C 2.251824 2.054231 -4.086006 0.1 0.0 0.0
C 3.147346 1.253737 -3.400215 0.0 0.0 0.0
N 2.504111 0.735397 -2.353601 0.1 0.1 0.0
N 1.232769 1.137441 -2.296114 -0.1 0.0 0.0
C 1.053104 1.942461 -3.339030 -0.1 0.0 0.0
C -0.310929 2.558058 -3.564570 0.0 0.0 0.0
O -0.406357 3.401172 -4.487152 0.0 0.0 0.0
O -1.240728 2.183685 -2.813468 0.0 -0.2 0.2
H 0.831615 3.548641 -5.304837 0.0 0.0 0.0
H 4.181567 1.035975 -3.602775 0.0 0.0 0.0
H 2.911844 0.086636 -1.656071 -0.1 -0.1 0.0
F 4.051703 -0.555044 5.126190 0.0 0.0 0.0
C 4.050132 -0.782040 3.797257 0.0 0.0 0.0
C 3.233515 -0.050361 2.955005 0.0 0.0 0.0
F 2.436670 0.896777 3.472972 0.0 0.0 0.0
C 3.243125 -0.296296 1.595113 0.0 0.0 0.0
F 2.424168 0.455978 0.840554 0.0 0.0 0.0
C 4.055542 -1.264643 0.989206 0.0 0.0 -0.1
S 4.054572 -1.570946 -0.715519 0.1 0.0 0.1
C 4.864760 -1.975733 1.885037 0.0 0.0 0.0
F 5.696625 -2.928235 1.431187 0.0 0.0 0.0
C 4.868558 -1.750225 3.247529 0.0 0.0 0.0
F 5.672631 -2.469928 4.055577 0.0 0.0 0.0
```
Positions in Å, forces in eV/Å.

Summary:
Kohn-Sham gap in eV: 6.77
LUMO in hartree: 0.15762
Net charge: -2
E in eV: -71785.57295
ΔE to the lowest compared entry with this formula, charge and spin in kcal/mol: 0.00

Atom-resolved charges from Mulliken, all expressed in e: 2.090 -0.758 0.253 -0.558 -0.371 -0.672 -0.586 0.736 -0.670 0.362 -0.683 -0.793 -0.576 -0.247 0.357 -0.315 -0.590 -0.364 -0.920 0.008 -0.485 0.372 0.338 0.374 0.261 0.043 0.218 0.418 0.396 0.475 0.432 0.363 0.357 0.354 0.436 -0.586 0.453 -0.668 0.076 -0.633 0.302 -0.136 -0.107 0.676 -0.866 -0.672 0.491 0.497 0.013 -0.337 0.540 -0.129 -0.300 0.588 -0.304 -0.219 -0.548 0.408 -0.353 0.084 -0.326

No. 2
C3H5N3 | wB97M-V/def2-TZVPD

```
11
Properties=species:S:1:pos:R:3:forces:R:3
H -1.115215 2.298136 0.083316 1.0 0.0 -0.4
N -0.111565 1.998423 0.016573 -1.4 -0.7 0.4
C -0.106153 0.712374 0.008494 -1.0 -0.1 0.3
C 1.141827 0.007428 0.111661 2.6 -1.6 -0.8
C 2.183069 -0.623333 -0.019113 -1.1 0.1 -0.5
N -1.222001 -0.143670 -0.107957 0.8 -0.3 0.4
N -1.182715 -1.590868 0.023284 -1.5 2.4 1.1
H 3.028270 -1.279214 -0.337153 -1.1 1.1 0.8
H -2.121661 0.281777 -0.291347 0.2 -0.4 0.1
H -1.009031 -1.838350 1.006025 0.2 0.1 -0.8
H -0.480857 -1.888356 -0.590395 1.2 -0.8 -0.7
```
Positions in Å, forces in eV/Å.

Summary:
Kohn-Sham gap in eV: 10.17
LUMO in hartree: 0.03229
Net charge: 0
E in eV: -7658.89829
ΔE to the lowest compared entry with this formula, charge and spin in kcal/mol: 82.03
SMILES: [H]/N=C(/C#C)NN

Atom-resolved charges from Mulliken, all expressed in e: 0.209 -0.640 0.171 -0.295 0.195 -0.082 -0.627 0.356 0.165 0.268 0.278

No. 3
C6H8 | wB97M-V/def2-TZVPD

```
14
Properties=species:S:1:pos:R:3:forces:R:3
C 2.625382 0.638007 -0.086816 -2.5 2.6 -0.5
C 1.448870 0.072143 -0.034602 1.3 -0.5 -1.1
C 0.745073 -1.227563 0.121763 0.7 -1.9 3.2
C 0.073324 0.051247 -0.167976 -3.0 1.6 -0.4
C -1.082322 0.751036 -0.251478 1.0 -2.3 0.3
C -2.408221 0.129122 -0.078922 1.5 -3.2 1.2
H 3.491402 0.183799 0.044866 3.6 -2.7 0.6
H 2.810134 1.681408 -0.253489 -0.6 0.6 -0.1
H 0.889548 -2.253474 -0.331972 -0.3 1.8 -0.4
H 0.782894 -1.419498 1.257018 -0.5 0.0 -1.4
H -1.138109 1.780533 -0.364379 0.7 1.9 -0.3
H -2.927434 0.409282 0.788743 -0.7 1.4 1.2
H -2.225196 -0.940250 0.229766 -0.2 0.6 -0.9
H -3.085348 0.144213 -0.872520 -0.9 0.2 -1.5
```
Positions in Å, forces in eV/Å.

Summary:
Kohn-Sham gap in eV: 9.41
LUMO in hartree: 0.02446
Net charge: 0
E in eV: -6347.77684
ΔE to the lowest compared entry with this formula, charge and spin in kcal/mol: 69.34
SMILES: C=C1C/C1=C\C

Atom-resolved charges from Mulliken, all expressed in e: -1.012 0.268 -0.595 0.160 -0.004 -1.228 0.352 0.246 0.279 0.160 0.439 0.338 0.265 0.333

No. 4
C38H41AsBr2MnNO | wB97M-V/def2-TZVPD

```
85
Properties=species:S:1:pos:R:3:forces:R:3
Mn 0.890257 0.925508 1.612603 0.3 2.6 0.2
C 4.079497 -4.673373 -2.462607 0.0 0.0 0.2
C 2.557443 -4.510470 -2.571687 -0.1 0.0 0.2
C 1.900448 -5.888287 -2.462412 0.3 -0.2 -0.3
C 2.214273 -3.907390 -3.945338 -0.1 0.2 0.2
C 2.053346 -3.532855 -1.493578 0.2 -1.0 -1.1
C 2.605848 -2.247587 -1.460859 0.0 1.8 0.8
C 2.103369 -1.345444 -0.548736 0.9 0.5 -0.8
Br 2.805195 0.435527 -0.376106 0.3 -0.6 -0.3
C 1.036415 -1.652365 0.337000 -0.6 1.4 1.5
O 0.556626 -0.778958 1.199321 0.6 -3.6 -2.2
C 0.524435 -2.979969 0.338048 -0.3 -1.1 0.0
C 1.041730 -3.867722 -0.596711 -0.7 0.2 1.0
C -0.514812 -3.345417 1.399852 0.0 -0.5 0.0
C -1.788904 -2.510403 1.211633 0.1 0.1 -0.1
C 0.083440 -3.157019 2.806572 0.0 0.2 0.1
C -0.916379 -4.825867 1.281892 0.0 0.3 -0.1
H 4.438907 -5.372471 -3.219256 -0.1 0.0 0.0
H 4.351600 -5.066590 -1.483267 0.1 0.0 0.0
H 4.604239 -3.737680 -2.628493 0.1 0.1 0.0
H 2.271356 -6.545261 -3.265936 -0.1 0.3 0.3
H 0.821868 -5.829478 -2.569263 -0.2 0.0 0.0
H 2.145599 -6.378327 -1.521891 0.0 0.0 0.1
H 2.522128 -4.585902 -4.731948 0.0 -0.2 -0.1
H 2.723728 -2.961625 -4.113193 0.1 0.1 0.0
H 1.142984 -3.736108 -4.026115 -0.1 0.0 -0.1
H 3.400420 -1.951182 -2.141136 -0.1 -0.1 0.2
H 0.666566 -4.876960 -0.613032 -0.1 0.0 0.0
H -1.598503 -1.439169 1.219636 -0.1 -0.1 0.1
H -2.506267 -2.737983 1.999505 0.0 -0.1 0.0
H -2.222929 -2.775293 0.252787 -0.3 0.0 -0.2
H 0.358953 -2.125513 3.015887 -0.1 0.0 0.0
H 0.973745 -3.766896 2.925167 0.1 -0.2 0.1
H -0.640143 -3.460551 3.570127 0.0 0.0 -0.2
H -1.370289 -5.030298 0.309209 0.0 -0.1 0.1
H -1.651646 -5.031707 2.058432 0.0 -0.1 -0.1
H -0.064148 -5.490404 1.425139 0.0 0.0 0.0
C 0.018181 6.095814 3.726980 0.0 -0.2 -0.2
C 0.737227 4.784575 3.684141 0.5 -0.6 0.3
C 1.739494 4.437707 4.602903 0.0 0.6 0.4
C 2.377918 3.203470 4.638092 -0.2 -0.1 -0.4
C 1.962267 2.310796 3.683674 -0.5 0.6 -0.2
Br 2.594414 0.523725 3.549552 0.1 0.0 0.2
N 1.043568 2.618322 2.756721 0.3 -0.7 -0.2
C 0.445223 3.816676 2.733712 0.2 -0.1 0.2
H 0.384074 6.697460 4.549435 0.0 0.2 0.0
H -1.053825 5.934978 3.862557 0.1 0.0 0.0
H 0.164631 6.625024 2.783668 0.0 0.1 0.1
H 2.040229 5.163799 5.353738 -0.1 0.0 -0.1
H 3.150741 2.957983 5.351480 -0.1 0.1 0.1
H -0.275870 3.985746 1.941534 0.0 0.0 0.0
C -0.262866 6.034314 -2.023951 0.0 -0.2 0.3
C 0.741661 5.091691 -2.216991 0.0 0.2 -0.3
C 0.666731 3.844929 -1.616594 0.1 0.0 0.2
C -0.410680 3.528416 -0.787547 -0.3 0.2 -0.6
C -1.413637 4.481970 -0.584842 0.3 -0.3 0.0
C -1.329429 5.730812 -1.186393 0.1 0.0 0.0
As -0.644883 1.723516 -0.143280 0.3 0.0 1.1
C -0.790336 0.579013 -1.677429 -0.3 0.2 -0.3
C 0.159051 0.644454 -2.699906 -0.4 -0.4 0.0
C -0.002014 -0.131331 -3.845028 -0.1 0.1 0.3
C -1.122642 -0.937990 -3.988791 0.0 0.0 0.1
C -2.070950 -0.980196 -2.974979 -0.1 -0.3 0.0
C -1.911474 -0.239787 -1.812374 0.2 0.0 -0.2
C -2.353400 1.705743 0.733344 -0.5 0.0 -0.2
C -3.504934 2.039752 0.015923 0.0 -0.1 0.5
C -4.741020 2.015107 0.647947 -0.1 0.1 -0.4
C -4.844529 1.661293 1.985579 -0.2 0.1 0.0
C -3.711206 1.311333 2.693332 0.3 -0.1 0.2
C -2.473340 1.328199 2.071647 0.6 -0.1 -0.2
H -0.212586 6.996742 -2.511593 0.0 0.0 0.0
H 1.575804 5.325480 -2.872528 -0.1 -0.1 0.1
H 1.461739 3.134222 -1.805824 0.0 0.0 0.1
H -2.270650 4.220630 0.016836 -0.1 0.2 0.1
H -2.108655 6.456949 -1.003750 0.0 0.0 -0.1
H 1.006348 1.300720 -2.620706 0.2 0.1 0.0
H 0.739668 -0.083797 -4.623459 0.1 0.0 -0.2
H -1.256267 -1.526896 -4.890092 0.0 0.1 0.1
H -2.951484 -1.604520 -3.080754 0.1 0.0 0.0
H -2.670842 -0.298106 -1.042245 0.1 0.1 0.0
H -3.427790 2.312443 -1.024111 -0.1 0.1 -0.2
H -5.629254 2.271218 0.079916 0.1 0.0 0.1
H -5.808784 1.667406 2.478844 0.0 -0.1 -0.1
H -3.765278 1.002445 3.729359 -0.1 0.1 0.0
H -1.590743 0.999237 2.631008 -0.2 0.2 -0.1
```
Positions in Å, forces in eV/Å.

Summary:
Spin multiplicity: 5
Kohn-Sham gap (spin up / spin down) in eV: 8.47 / 5.09
LUMO (spin up / spin down) in hartree: -0.20297 / -0.31242
Net charge: +2
E in eV: -275838.68656

Atom-resolved charges from Mulliken, all expressed in e: 0.300 -1.666 1.768 -2.107 -1.586 -0.309 0.624 -0.737 -0.020 0.879 -0.066 -0.802 -0.308 2.034 -1.616 -1.510 -2.290 0.475 0.396 0.319 0.424 0.444 0.449 0.469 0.374 0.363 0.558 0.807 0.171 0.577 0.359 0.067 0.369 0.485 0.452 0.460 0.457 -1.362 0.296 -0.259 -0.818 0.611 -0.053 -0.108 -0.159 0.382 0.341 0.342 0.395 0.484 0.404 -0.602 -0.788 -0.578 0.830 -0.098 -0.865 0.231 1.259 -0.189 -1.015 -0.710 -0.879 -0.339 0.551 -0.125 -0.856 -0.665 -0.833 -0.264 0.422 0.428 0.220 0.484 0.460 0.138 0.509 0.491 0.462 0.466 0.642 0.458 0.446 0.487 0.259

Q: Among the records above, which one has the lowest net charge?
A: C27H17F5N4O6SSr

Q: What is the formula in the fourth record?
A: C38H41AsBr2MnNO

Q: Which of these has the highest E?
A: C6H8

Q: Number 1 is which compound?
A: C27H17F5N4O6SSr